Entry 1:
# C44H40HfN4O6PS4SbSe

A structure of composition C44H40HfN4O6PS4SbSe (ωB97M-V/def2-TZVPD, the OMol25 dataset).

Results
Energy   -6995.150444 hartree
ΔE to the lowest compared entry with this formula, charge and spin   0.00 kJ/mol
HOMO energy   -7.14 eV
2S+1   1
Molar mass   1259.28 g mol⁻¹
Total charge   0

Each line ends with the Mulliken charge.
Positions of all 102 atoms, in Å:
Hf 0.099 0.816 -0.187  0.350
Se 3.640 1.458 3.108  -0.079
C 2.210 1.056 2.210  0.077
N 1.238 0.750 1.604  0.032
O -1.092 2.356 -1.252  -0.535
C -0.350 3.271 -0.760  0.780
O 0.759 2.888 -0.255  -0.627
C -0.774 4.673 -0.706  0.258
C -2.099 5.004 -0.978  -0.325
C -2.498 6.327 -0.900  -0.756
C -1.573 7.310 -0.570  -0.407
C -0.249 6.979 -0.310  -0.610
C 0.154 5.656 -0.370  -0.326
H -2.800 4.220 -1.234  0.497
H -3.527 6.595 -1.097  0.431
H -1.886 8.345 -0.517  0.419
H 0.465 7.753 -0.061  0.444
H 1.177 5.373 -0.161  0.504
O 6.678 3.053 -5.639  -0.665
S 6.903 1.981 -6.589  1.180
O 8.261 1.837 -7.056  -0.662
O 5.867 1.824 -7.597  -0.677
C 6.597 0.488 -5.583  0.066
N 7.287 -0.632 -5.816  -0.462
C 6.983 -1.686 -5.076  -0.327
C 5.987 -1.670 -4.106  -0.736
C 5.323 -0.465 -3.957  0.380
N 5.630 0.604 -4.678  -0.355
C 4.215 -0.241 -3.001  1.267
C 3.965 1.053 -2.552  -0.799
C 2.890 1.283 -1.725  -0.673
N 2.042 0.305 -1.347  0.067
C 2.300 -0.948 -1.761  -0.345
C 3.369 -1.258 -2.566  -1.228
H 7.563 -2.585 -5.259  0.420
H 5.770 -2.539 -3.500  0.381
H 4.601 1.864 -2.881  0.625
H 2.677 2.274 -1.350  0.695
H 1.612 -1.709 -1.421  0.535
H 3.520 -2.281 -2.882  0.435
O -0.049 -1.321 0.089  0.319
S -0.299 -1.890 1.514  0.589
C -1.447 -3.203 1.201  0.383
C -2.103 -3.729 2.306  -0.537
C -3.030 -4.741 2.108  -0.721
C -3.300 -5.199 0.824  -0.636
C -2.648 -4.647 -0.270  -0.710
C -1.713 -3.638 -0.087  0.000
C 1.188 -2.772 1.887  0.602
C 1.625 -3.852 1.128  -0.206
C 2.851 -4.418 1.426  -0.833
C 3.619 -3.905 2.469  -0.484
C 3.167 -2.833 3.223  -0.819
C 1.938 -2.255 2.935  -0.441
H -1.908 -3.332 3.297  0.389
H -3.553 -5.162 2.956  0.434
H -4.030 -5.984 0.675  0.407
H -2.869 -5.002 -1.269  0.445
H -1.195 -3.190 -0.923  0.236
H 1.010 -4.243 0.325  0.429
H 3.213 -5.260 0.850  0.445
H 4.579 -4.352 2.693  0.399
H 3.770 -2.434 4.027  0.464
H 1.563 -1.411 3.503  0.427
C -1.422 0.994 -4.401  -1.228
Sb -1.335 -0.286 -2.709  0.861
C -3.405 -0.405 -2.236  -1.225
C -1.053 -2.183 -3.653  -1.333
H -2.117 0.587 -5.134  0.401
H -0.439 1.102 -4.855  0.410
H -1.771 1.972 -4.071  0.291
H -3.974 -0.710 -3.113  0.455
H -3.741 0.576 -1.902  0.327
H -3.560 -1.119 -1.428  0.329
H -1.728 -2.915 -3.210  0.361
H -0.026 -2.530 -3.546  0.358
H -1.287 -2.092 -4.713  0.494
S -1.231 -0.477 4.393  -0.622
P -1.769 1.103 3.371  1.879
S -2.045 0.973 1.302  -0.471
C -3.424 1.680 3.869  0.447
C -4.222 0.878 4.677  -0.518
C -5.492 1.306 5.042  -0.664
C -5.964 2.534 4.607  -0.457
C -5.167 3.340 3.804  -0.820
C -3.902 2.915 3.433  -0.264
C -0.660 2.516 3.659  0.594
C -0.631 3.625 2.816  -0.074
C 0.186 4.705 3.111  -1.108
C 0.987 4.682 4.245  -0.560
C 0.966 3.579 5.084  -0.819
C 0.145 2.498 4.794  -0.628
H -3.837 -0.072 5.022  0.336
H -6.109 0.678 5.672  0.392
H -6.952 2.869 4.897  0.385
H -5.531 4.303 3.468  0.426
H -3.288 3.546 2.804  0.248
H -1.251 3.647 1.925  0.274
H 0.198 5.562 2.451  0.474
H 1.635 5.520 4.469  0.416
H 1.597 3.552 5.963  0.408
H 0.136 1.629 5.438  0.393

---

Entry 2:
# C44H41BiBrN15O4S2

A structure of composition C44H41BiBrN15O4S2 at a distorted geometry (ωB97M-V/def2-TZVPD, the OMol25 dataset).

Results
Energy   -6408.596134 hartree
ΔE to the lowest compared entry with this formula, charge and spin   0.00 kJ/mol
HOMO energy   -7.56 eV
2S+1   1
Molar mass   1196.93 g mol⁻¹
Total charge   0

Each line ends with the Mulliken charge.
Positions of all 108 atoms, in Å:
Bi -1.129 -0.262 -0.380  2.298
S -2.275 -2.386 -1.824  -0.463
C -1.470 -2.156 -3.340  0.608
C -1.935 -3.124 -4.343  -0.341
N -2.396 -3.919 -5.041  -0.571
C -0.488 -1.255 -3.670  0.846
S 0.306 -0.115 -2.554  -0.327
C 0.013 -1.183 -4.990  -0.678
N 0.255 -1.116 -6.128  -0.568
C 2.638 -5.128 -2.479  -1.323
N 2.049 -4.404 -1.366  0.734
C 0.767 -4.146 -1.106  -0.184
N 0.684 -3.478 0.060  -0.284
C 2.004 -3.339 0.431  -0.182
N 2.873 -3.883 -0.376  -0.965
C 2.767 -4.152 -3.628  1.283
C 2.369 -4.567 -4.909  -1.261
C 2.677 -3.719 -5.979  -0.622
C 3.268 -2.470 -5.795  -1.168
C 3.467 -2.033 -4.458  0.391
C 3.269 -2.923 -3.392  -0.369
C 3.928 -0.616 -4.283  0.447
N 4.406 0.211 -5.150  -0.615
N 4.638 1.364 -4.501  -0.462
C 4.302 1.218 -3.286  0.509
O 3.903 -0.035 -3.059  -0.076
C 4.378 2.148 -2.139  -0.014
C 4.686 3.445 -2.426  -0.790
C 4.750 4.384 -1.428  -0.819
C 4.451 4.043 -0.135  -0.751
C 4.101 2.727 0.195  0.540
C 3.712 2.422 1.591  -1.155
N 2.710 1.414 1.716  1.369
C 1.575 1.315 1.021  -1.318
N 0.983 0.161 1.291  0.455
C 1.816 -0.399 2.262  -1.281
N 2.908 0.295 2.433  -1.160
C 4.049 1.795 -0.853  0.287
H 2.050 -5.952 -2.801  0.520
H 3.577 -5.539 -2.060  0.242
H -0.076 -4.407 -1.766  0.503
H 2.348 -2.801 1.349  0.367
H 1.845 -5.483 -5.087  0.414
H 2.419 -4.042 -6.897  0.540
H 3.464 -1.751 -6.623  0.405
H 3.465 -2.616 -2.425  1.038
H 4.915 3.733 -3.463  0.466
H 4.965 5.407 -1.640  0.428
H 4.449 4.869 0.598  0.352
H 3.376 3.302 2.152  0.341
H 4.622 2.022 2.075  0.407
H 1.304 2.049 0.295  0.921
H 1.608 -1.339 2.776  0.996
H 3.855 0.736 -0.616  0.645
C -3.821 -3.248 1.250  -1.215
O -3.036 -2.115 1.750  0.161
C -3.465 -1.525 2.866  0.482
C -4.643 -1.801 3.530  -0.561
C -4.963 -1.097 4.700  -0.728
Br -6.664 -1.515 5.404  -0.211
C -4.173 -0.062 5.162  -0.512
C -2.933 0.171 4.543  0.713
C -2.586 -0.547 3.393  -0.346
O -1.477 -0.262 2.658  0.397
C -2.036 1.239 4.976  0.013
N -0.928 1.587 4.374  -0.164
C -0.422 2.710 5.034  -0.088
C 0.753 3.507 4.846  -0.443
C 0.962 4.607 5.702  -0.628
C 0.106 4.835 6.795  -0.464
C -1.033 4.105 6.968  -1.051
C -1.260 3.030 6.074  0.584
N -2.346 2.126 5.943  -0.199
H -3.938 -4.050 1.948  0.475
H -3.256 -3.598 0.367  0.098
H -4.778 -2.825 0.881  0.433
H -5.246 -2.598 3.135  0.607
H -4.508 0.464 6.037  0.412
H -0.930 0.477 3.103  0.473
H 1.485 3.186 4.101  0.429
H 1.841 5.209 5.533  0.415
H 0.279 5.647 7.470  0.395
H -1.673 4.216 7.795  0.406
H -2.942 1.915 6.715  0.297
C -1.401 2.551 0.407  -1.005
O -0.672 1.841 -0.536  -0.786
H -1.954 3.418 -0.082  0.324
H -0.828 2.937 1.232  0.340
H -2.251 2.010 0.877  0.266
N 0.454 -3.027 3.376  -0.642
H 0.105 -3.101 2.420  0.087
H 1.022 -3.819 3.532  0.217
H -0.365 -3.126 3.964  0.212
C -2.737 3.029 -4.522  -1.356
C -3.196 2.092 -3.454  0.701
C -4.432 1.462 -3.172  -1.226
C -4.193 0.689 -2.035  0.440
N -2.922 0.915 -1.601  -0.246
N -2.400 1.776 -2.430  0.669
C -5.164 -0.188 -1.245  -1.227
H -3.593 3.195 -5.140  0.383
H -1.833 2.736 -5.085  0.271
H -2.441 3.983 -4.097  0.315
H -5.246 1.509 -3.860  0.442
H -1.426 2.172 -2.193  0.219
H -6.131 0.138 -1.581  0.413
H -4.998 -0.114 -0.155  0.124
H -4.966 -1.186 -1.521  0.280

---

Entry 3:
# C44H41ClMgNP2S

A structure of composition C44H41ClMgNP2S (ωB97M-V/def2-TZVPD, the OMol25 dataset).

Results
Energy   -3497.088138 hartree
HOMO energy   -10.54 eV
2S+1   1
Molar mass   737.59 g mol⁻¹
Total charge   +1

Each line ends with the Mulliken charge.
Positions of all 91 atoms, in Å:
Mg -0.717 0.314 -0.104  0.989
Cl -2.375 1.685 1.562  0.010
C -2.827 0.814 3.025  0.766
C -3.520 1.524 3.987  -0.641
C -3.961 0.860 5.123  -0.626
C -3.724 -0.498 5.277  -0.808
C -3.025 -1.190 4.301  -0.613
C -2.538 -0.543 3.166  -0.516
P -1.602 -1.437 1.888  0.923
C 0.042 -1.776 2.624  0.640
C 0.284 -1.852 3.994  -0.375
C 1.530 -2.236 4.465  -0.723
C 2.552 -2.542 3.575  -0.776
C 2.331 -2.450 2.209  -0.755
C 1.079 -2.070 1.739  0.161
C -2.372 -3.083 1.864  0.409
C -1.711 -4.247 2.240  -0.336
C -2.367 -5.471 2.164  -0.764
C -3.675 -5.539 1.710  -0.511
C -4.340 -4.379 1.328  -0.765
C -3.688 -3.160 1.398  -0.530
H -3.722 2.576 3.842  0.513
H -4.507 1.407 5.880  0.410
H -4.088 -1.019 6.152  0.441
H -2.851 -2.254 4.417  0.517
H -0.501 -1.607 4.698  0.432
H 1.707 -2.294 5.532  0.420
H 3.522 -2.847 3.947  0.372
H 3.124 -2.679 1.510  0.428
H 0.916 -2.021 0.665  0.157
H -0.689 -4.210 2.598  0.389
H -1.850 -6.373 2.463  0.440
H -4.179 -6.495 1.652  0.407
H -5.362 -4.427 0.975  0.432
H -4.216 -2.255 1.111  0.353
C 4.225 0.067 -5.451  -0.535
C 4.240 1.288 -4.790  -0.682
C 3.453 1.482 -3.665  -0.463
C 2.631 0.459 -3.196  0.174
C 2.639 -0.769 -3.854  -0.547
C 3.429 -0.966 -4.980  -0.701
P 1.551 0.710 -1.746  0.521
C 2.640 1.745 -0.695  0.507
C 2.492 3.120 -0.564  0.279
C 3.392 3.850 0.207  -0.801
C 4.443 3.212 0.847  -0.455
C 4.592 1.833 0.726  -0.826
C 3.691 1.107 -0.035  -0.590
C 0.258 1.884 -2.293  0.069
C 0.334 2.686 -3.432  -0.650
C -0.696 3.574 -3.708  -0.811
C -1.787 3.659 -2.850  -0.770
C -1.858 2.841 -1.728  0.042
C -0.853 1.911 -1.423  0.646
H 4.844 -0.082 -6.327  0.401
H 4.874 2.090 -5.145  0.422
H 3.484 2.433 -3.148  0.436
H 2.037 -1.584 -3.477  0.329
H 3.427 -1.925 -5.481  0.455
H 1.676 3.625 -1.067  0.328
H 3.274 4.923 0.297  0.446
H 5.151 3.785 1.433  0.385
H 5.412 1.329 1.223  0.410
H 3.812 0.032 -0.128  0.332
H 1.184 2.629 -4.102  0.429
H -0.648 4.199 -4.591  0.433
H -2.590 4.352 -3.070  0.390
H -2.740 2.920 -1.099  0.372
N -1.859 -1.338 -1.394  -0.647
C -1.907 -0.997 -2.794  0.351
C -2.965 -0.260 -3.299  -0.492
C -2.948 0.138 -4.629  -0.564
C -1.884 -0.201 -5.453  -0.711
C -0.834 -0.952 -4.940  -0.478
C -0.847 -1.350 -3.612  -0.299
H -2.792 -1.422 -1.005  0.155
H -1.399 -2.236 -1.279  0.233
H -3.790 0.022 -2.654  0.350
H -3.773 0.720 -5.019  0.414
H -1.872 0.117 -6.486  0.420
H 0.002 -1.223 -5.572  0.401
H -0.035 -1.941 -3.206  0.412
C 2.182 1.255 3.367  -1.043
S 0.750 1.438 2.297  0.965
C 0.501 3.225 2.330  -1.245
H 2.996 1.885 3.012  0.320
H 2.492 0.212 3.317  0.127
H 1.919 1.505 4.393  0.395
H -0.135 3.516 3.164  0.441
H 0.038 3.521 1.391  0.240
H 1.468 3.720 2.407  0.408

---

Entry 4:
# C44H41IKN5OS3

A structure of composition C44H41IKN5OS3 at a distorted geometry (ωB97M-V/def2-TZVPD, the OMol25 dataset).

Results
Energy   -4142.521992 hartree
ΔE to the lowest compared entry with this formula, charge and spin   0.00 kJ/mol
HOMO energy   -0.74 eV
2S+1   1
Molar mass   918.05 g mol⁻¹
Total charge   -2

Each line ends with the Mulliken charge.
Positions of all 96 atoms, in Å:
K 1.289 -0.826 -0.574  1.429
C 1.783 1.011 2.367  -1.138
N 1.853 1.360 0.959  1.396
C 0.783 2.239 0.542  -1.351
C -0.567 1.522 0.444  0.511
N -0.827 0.935 -0.853  0.875
C -1.867 -0.071 -0.771  -0.433
C -0.970 1.830 -1.947  -0.267
C -1.021 3.207 -1.766  -0.182
C -1.035 4.103 -2.826  -1.101
C -1.018 3.619 -4.122  -0.494
C -1.001 2.258 -4.328  -0.769
C -0.967 1.331 -3.278  0.354
S -0.901 -0.329 -3.712  -0.553
C 3.168 1.805 0.623  -0.696
C 3.456 3.135 0.376  0.102
C 4.735 3.563 0.042  -1.108
C 5.766 2.641 -0.003  -0.562
C 5.506 1.314 0.257  -0.795
C 4.214 0.852 0.548  0.607
S 3.972 -0.823 0.799  -0.427
H 1.831 1.909 3.006  0.266
H 2.626 0.364 2.607  0.393
H 0.866 0.471 2.596  0.110
H 1.038 2.635 -0.441  0.728
H 0.661 3.092 1.239  0.133
H -1.365 2.228 0.729  -0.264
H -0.590 0.708 1.170  -0.477
H -2.814 0.348 -0.392  -0.120
H -1.559 -0.885 -0.113  0.134
H -2.032 -0.484 -1.767  0.304
H -1.032 3.631 -0.771  0.313
H -1.044 5.169 -2.629  0.350
H -1.015 4.301 -4.964  0.346
H -0.969 1.860 -5.332  0.360
H 2.672 3.876 0.447  0.357
H 4.921 4.609 -0.162  0.344
H 6.776 2.955 -0.240  0.355
H 6.301 0.580 0.225  0.398
C 4.150 1.496 -2.973  -0.906
C 5.093 0.489 -3.089  -0.552
C 4.678 -0.826 -3.024  -0.894
C 3.328 -1.100 -2.795  0.711
N 2.442 -0.128 -2.630  -0.166
C 2.838 1.125 -2.728  0.021
C 2.840 -2.496 -2.823  0.056
C 3.279 -3.307 -3.870  -0.932
C 2.809 -4.617 -3.925  -0.696
C 1.920 -5.050 -2.978  -1.108
C 1.498 -4.162 -1.955  0.392
N 1.998 -2.907 -1.890  0.808
C 0.481 -4.538 -1.025  0.612
C -0.558 -5.399 -1.374  -0.853
C -1.719 -5.476 -0.644  -0.987
C -1.871 -4.591 0.449  -0.474
C -0.837 -3.814 0.842  -0.605
N 0.418 -3.901 0.242  0.761
H 4.429 2.536 -3.042  0.409
H 6.139 0.727 -3.228  0.365
H 5.388 -1.635 -3.111  0.491
H 2.062 1.870 -2.626  0.242
H 3.953 -2.919 -4.620  0.464
H 3.148 -5.282 -4.711  0.369
H 1.559 -6.068 -3.001  0.423
H -0.477 -5.955 -2.296  0.277
H -2.523 -6.126 -0.948  0.338
H -2.822 -4.519 0.960  0.420
H -0.898 -3.136 1.684  0.576
O -1.736 -0.658 3.676  -0.763
S -2.684 -0.336 2.604  1.084
C -4.357 -0.635 3.249  0.088
C -5.366 -0.872 2.320  -0.314
C -6.672 -0.981 2.749  -0.642
C -6.977 -0.863 4.099  -0.429
C -5.957 -0.664 5.025  -0.696
C -4.648 -0.551 4.603  -0.346
C -2.902 1.471 2.705  0.230
C -3.755 2.135 1.834  -0.468
C -3.833 3.514 1.876  -0.702
C -3.043 4.232 2.765  -0.370
C -2.177 3.562 3.619  -0.690
C -2.109 2.183 3.592  -0.094
H -5.114 -0.984 1.275  0.487
H -7.461 -1.158 2.033  0.393
H -8.003 -0.941 4.428  0.370
H -6.199 -0.593 6.076  0.393
H -3.842 -0.409 5.309  0.451
H -4.342 1.573 1.125  0.343
H -4.494 4.040 1.201  0.393
H -3.089 5.312 2.782  0.386
H -1.537 4.120 4.288  0.399
H -1.427 1.639 4.228  0.446
I 1.961 -5.941 2.384  -0.600
C 1.509 -3.707 0.968  -1.638
H 1.420 -3.103 1.858  0.673
H 2.464 -3.721 0.476  0.629

---

Which formula does entry 2 have? C44H41BiBrN15O4S2